Entry 1:
ORCA calculation (wB97M-V/def2-TZVPD) on 18 unconnected molecules or ions with the total composition C108H90N18O36.

ORCA input file:
```
! RIJCOSX wB97M-V def2-TZVPD def2/J DEFGRID3
* xyz 0 1
C -3.056 -1.435 5.668
C -4.403 -1.142 5.556
C -5.402 -2.140 5.489
C -5.003 -3.495 5.531
C -3.661 -3.862 5.685
C -2.706 -2.805 5.780
N -6.068 -4.505 5.558
O -7.209 -4.127 5.730
O -5.716 -5.700 5.356
H -2.327 -0.610 5.745
H -4.686 -0.116 5.354
H -6.507 -1.999 5.373
H -3.436 -4.923 5.652
H -1.631 -3.046 5.906
C -6.766 0.628 -0.949
C -6.051 -0.027 -1.981
C -5.058 0.718 -2.666
C -4.937 2.080 -2.355
C -5.661 2.728 -1.408
C -6.561 1.981 -0.642
N -4.080 2.876 -3.257
O -4.207 4.117 -3.356
O -3.285 2.213 -3.861
H -7.442 0.035 -0.369
H -6.172 -1.074 -2.292
H -4.598 0.353 -3.546
H -5.441 3.782 -1.169
H -7.171 2.445 0.142
C 2.434 -1.472 6.140
C 1.249 -1.057 5.424
C 0.846 0.301 5.510
C 1.548 1.102 6.415
C 2.583 0.627 7.189
C 3.049 -0.653 7.035
N 1.207 2.483 6.554
O 0.297 2.913 5.870
O 1.982 3.124 7.268
H 2.758 -2.515 5.977
H 0.881 -1.789 4.672
H -0.007 0.657 4.953
H 3.053 1.448 7.732
H 3.932 -0.945 7.587
C 6.437 0.538 -4.848
C 7.516 -0.389 -4.629
C 8.168 -0.533 -3.391
C 7.700 0.225 -2.275
C 6.693 1.164 -2.470
C 6.081 1.307 -3.730
N 8.355 0.054 -0.990
O 9.487 -0.438 -0.998
O 7.739 0.473 -0.028
H 6.033 0.635 -5.859
H 7.776 -1.170 -5.305
H 8.915 -1.298 -3.217
H 6.373 1.770 -1.602
H 5.166 1.943 -3.833
C 0.385 3.718 -8.022
C 1.650 4.200 -8.400
C 2.748 3.397 -8.216
C 2.643 2.098 -7.909
C 1.377 1.586 -7.656
C 0.202 2.381 -7.627
N 3.845 1.285 -7.705
O 4.914 1.794 -7.841
O 3.634 0.122 -7.483
H -0.415 4.436 -7.961
H 1.828 5.287 -8.754
H 3.763 3.804 -8.430
H 1.285 0.493 -7.468
H -0.727 1.892 -7.469
C -8.961 0.354 3.158
C -9.831 1.405 3.456
C -9.291 2.568 3.972
C -7.934 2.589 4.265
C -7.055 1.618 3.959
C -7.573 0.428 3.422
N -7.454 3.857 4.887
O -8.254 4.671 5.289
O -6.258 4.151 4.940
H -9.360 -0.574 2.828
H -10.872 1.251 3.303
H -9.923 3.423 4.325
H -6.018 1.696 4.177
H -6.982 -0.485 3.421
C -3.216 -3.322 -3.581
C -2.913 -1.989 -3.392
C -2.269 -1.297 -4.409
C -1.787 -2.010 -5.511
C -1.968 -3.381 -5.659
C -2.684 -4.018 -4.658
N -1.038 -1.245 -6.519
O -1.042 -0.035 -6.567
O -0.380 -1.926 -7.284
H -3.796 -3.851 -2.841
H -3.202 -1.431 -2.522
H -2.079 -0.201 -4.281
H -1.541 -3.997 -6.454
H -2.885 -5.074 -4.847
C 2.842 3.130 -0.451
C 2.115 4.143 -1.075
C 2.746 5.243 -1.613
C 4.150 5.264 -1.555
C 4.886 4.247 -0.991
C 4.222 3.199 -0.432
N 4.847 6.509 -2.056
O 6.078 6.470 -2.265
O 4.161 7.514 -2.224
H 2.288 2.233 -0.111
H 1.042 4.052 -1.182
H 2.152 6.052 -2.030
H 5.966 4.396 -0.873
H 4.875 2.501 0.105
C 2.734 -7.633 -0.085
C 1.565 -7.347 0.601
C 1.221 -5.978 0.901
C 2.161 -5.050 0.508
C 3.438 -5.362 -0.062
C 3.703 -6.693 -0.378
N 1.760 -3.649 0.583
O 2.424 -2.881 -0.056
O 0.795 -3.364 1.185
H 2.950 -8.667 -0.240
H 0.868 -8.204 0.897
H 0.299 -5.681 1.346
H 4.249 -4.663 -0.030
H 4.653 -7.008 -0.676
C 2.142 -2.935 -4.997
C 1.615 -2.156 -3.966
C 0.866 -2.668 -2.893
C 0.579 -4.034 -2.912
C 1.112 -4.845 -3.879
C 1.970 -4.360 -4.873
N -0.304 -4.710 -1.876
O -0.559 -5.901 -1.987
O -0.637 -4.022 -0.922
H 2.804 -2.426 -5.776
H 1.916 -1.162 -4.087
H 0.447 -1.996 -2.111
H 0.871 -5.868 -3.840
H 2.524 -5.003 -5.548
C -5.567 4.872 1.248
C -4.627 3.872 1.310
C -3.427 3.997 0.539
C -3.215 5.063 -0.264
C -4.175 6.030 -0.426
C -5.325 5.940 0.405
N -1.893 5.103 -0.947
O -1.457 6.167 -1.330
O -1.310 4.033 -1.100
H -6.436 4.828 1.902
H -4.756 2.997 1.887
H -2.665 3.286 0.763
H -4.013 6.762 -1.205
H -6.091 6.652 0.224
C 0.704 5.883 -4.730
C -0.281 4.971 -4.321
C 0.054 3.616 -4.355
C 1.355 3.204 -4.601
C 2.395 4.091 -4.905
C 1.988 5.429 -4.956
N 1.680 1.688 -4.581
O 0.769 0.883 -4.275
O 2.820 1.410 -4.832
H 0.482 6.949 -4.757
H -1.289 5.287 -4.089
H -0.685 2.941 -4.027
H 3.368 3.665 -5.166
H 2.774 6.133 -5.142
C -1.461 5.982 3.112
C -2.600 5.814 3.914
C -2.983 4.518 4.244
C -2.257 3.420 3.742
C -1.110 3.581 2.936
C -0.714 4.894 2.643
N -2.706 2.105 4.120
O -3.880 2.049 4.480
O -1.970 1.128 4.027
H -1.165 6.977 2.772
H -3.047 6.692 4.358
H -3.813 4.354 4.877
H -0.529 2.794 2.531
H 0.148 5.099 2.004
C 3.643 3.693 3.323
C 4.799 3.043 3.716
C 4.874 1.632 3.699
C 3.747 0.988 3.177
C 2.604 1.641 2.776
C 2.526 3.008 2.917
N 3.777 -0.456 3.048
O 4.736 -1.052 3.492
O 2.802 -1.048 2.624
H 3.512 4.751 3.544
H 5.648 3.594 4.069
H 5.755 1.082 4.008
H 1.691 1.212 2.420
H 1.632 3.514 2.663
C -3.374 -4.501 0.802
C -3.818 -3.295 0.270
C -5.052 -2.806 0.592
C -5.851 -3.418 1.496
C -5.408 -4.567 2.168
C -4.105 -5.103 1.816
N -7.126 -2.749 1.840
O -7.770 -3.265 2.794
O -7.532 -1.709 1.273
H -2.438 -4.881 0.505
H -3.182 -2.864 -0.476
H -5.220 -1.783 0.268
H -6.098 -4.960 2.964
H -3.682 -6.013 2.191
C 5.540 -5.239 3.076
C 4.642 -4.185 2.982
C 3.330 -4.241 3.306
C 2.797 -5.481 3.577
C 3.592 -6.593 3.495
C 4.977 -6.444 3.288
N 1.354 -5.570 3.968
O 0.937 -6.703 4.075
O 0.710 -4.579 4.170
H 6.648 -5.095 3.011
H 4.967 -3.216 2.708
H 2.690 -3.329 3.476
H 3.164 -7.577 3.724
H 5.653 -7.323 3.362
C 0.180 0.368 -0.692
C -1.064 0.842 -1.041
C -2.162 0.449 -0.233
C -1.906 -0.277 0.938
C -0.725 -0.760 1.313
C 0.332 -0.376 0.494
N -3.071 -0.655 1.784
O -4.093 -0.015 1.526
O -2.926 -1.469 2.675
H 1.039 0.573 -1.384
H -1.212 1.417 -1.987
H -3.167 0.838 -0.333
H -0.479 -1.385 2.189
H 1.327 -0.764 0.684
C 7.282 -3.788 -1.163
C 7.263 -2.815 -0.152
C 6.172 -1.900 -0.085
C 5.245 -1.881 -1.125
C 5.446 -2.619 -2.252
C 6.326 -3.671 -2.179
N 4.148 -0.870 -1.020
O 3.326 -0.786 -1.902
O 4.087 -0.217 -0.012
H 7.968 -4.612 -1.214
H 8.027 -2.750 0.566
H 6.092 -1.128 0.756
H 4.840 -2.468 -3.208
H 6.407 -4.368 -3.005
*
```

Its orbital gap is 8.35 eV. As for the HOMO energy: -9.3890 eV. The LUMO energy is -1.04 eV.



Entry 2:
ORCA calculation (wB97M-V/def2-TZVPD) on a single C21H27ClN6O3 molecule.

ORCA input file:
```
! RIJCOSX wB97M-V def2-TZVPD def2/J DEFGRID3
* xyz 0 1
C -1.284 -5.827 0.088
N -0.870 -4.434 0.088
C -1.817 -3.479 0.482
O -2.951 -3.792 0.813
C -1.271 -2.169 0.431
C 0.029 -1.906 0.035
N 0.292 -0.581 0.068
C -0.843 -0.020 0.475
N -1.042 1.312 0.574
C 0.093 2.207 0.509
C 0.967 2.153 1.766
C 2.278 2.910 1.562
N 2.960 2.530 0.339
C 3.405 1.144 0.329
C 4.051 0.835 -1.021
O 5.131 1.695 -1.299
C 4.704 3.034 -1.279
C 4.091 3.402 0.072
N -1.821 -0.928 0.727
C -3.181 -0.686 1.144
C -3.931 0.123 0.117
C -4.009 -0.332 -1.193
C -4.674 0.411 -2.151
C -5.271 1.615 -1.818
C -5.195 2.062 -0.510
Cl -5.934 3.563 -0.071
C -4.528 1.329 0.458
N 0.878 -2.902 -0.326
C 2.234 -2.603 -0.728
C 0.439 -4.212 -0.305
O 1.164 -5.131 -0.622
H -1.188 -6.242 -0.914
H -2.321 -5.859 0.416
H -0.652 -6.401 0.765
H -1.822 1.605 1.143
H 0.698 1.906 -0.346
H -0.283 3.217 0.344
H 0.439 2.591 2.616
H 1.169 1.107 1.998
H 2.920 2.760 2.451
H 2.060 3.979 1.484
H 2.543 0.487 0.455
H 4.136 0.953 1.136
H 4.457 -0.178 -1.031
H 3.288 0.932 -1.809
H 5.586 3.644 -1.481
H 3.955 3.199 -2.068
H 3.743 4.437 0.042
H 4.866 3.312 0.855
H -3.187 -0.177 2.115
H -3.645 -1.671 1.262
H -3.552 -1.274 -1.455
H -4.733 0.052 -3.167
H -5.791 2.199 -2.560
H -4.490 1.695 1.473
H 2.222 -1.804 -1.468
H 2.665 -3.511 -1.145
H 2.819 -2.278 0.134
*
```

Its orbital gap is 8.28 eV. As for the SMILES: Cn1c(=O)c2c(nc(NCCCN3CCOCC3)n2Cc2cccc(Cl)c2)n(C)c1=O. As for the HOMO energy: -7.8309 eV. The LUMO energy is 0.45 eV.



Entry 3:
ORCA calculation (wB97M-V/def2-TZVPD) on a molecular structure, C46H56BrHgN3O5PSSi.

ORCA input file:
```
! RIJCOSX wB97M-V def2-TZVPD def2/J DEFGRID3
* xyz -2 2
Hg -0.605 -0.785 0.229
O 4.936 1.759 -2.115
C 4.943 3.019 -2.331
C 6.135 3.768 -2.572
C 6.108 5.135 -2.793
C 4.910 5.850 -2.804
C 3.727 5.143 -2.582
C 3.724 3.780 -2.349
C 2.443 3.054 -2.015
O 2.337 1.812 -2.616
N 2.355 2.942 -0.513
N 2.455 1.758 0.067
C 2.872 1.688 1.270
C 2.968 0.407 1.991
Br -1.107 0.676 2.284
C 2.956 -0.622 4.322
C 1.846 -1.029 5.112
C 1.889 -2.231 5.865
C 0.812 -2.648 6.620
C -0.356 -1.890 6.672
C -0.418 -0.699 5.953
C 0.654 -0.271 5.197
H 3.235 1.424 -2.479
H 7.073 3.223 -2.576
H 7.042 5.663 -2.966
H 4.898 6.918 -2.986
H 2.773 5.668 -2.593
H 1.590 3.656 -2.330
H 2.830 3.710 -0.047
H 3.167 2.594 1.816
H 3.929 1.145 3.720
H 2.780 -2.843 5.822
H 0.878 -3.579 7.171
H -1.210 -2.234 7.241
H -1.319 -0.099 5.972
H 0.552 0.639 4.624
C -1.390 3.876 -0.966
C -2.772 3.342 -0.622
C -3.844 4.004 -1.489
C -3.063 3.583 0.857
O -2.713 1.943 -0.906
Si -3.848 0.758 -0.959
S -2.892 -1.081 -0.953
O -4.838 0.966 -2.288
C -4.659 0.644 -3.661
C -3.217 0.874 -4.114
C -5.066 -0.808 -3.894
C -5.591 1.577 -4.429
O -4.904 1.096 0.260
C -6.036 0.434 0.801
C -5.868 0.457 2.316
C -7.266 1.231 0.377
C -6.162 -1.009 0.316
H -1.283 4.916 -0.646
H -1.212 3.813 -2.042
H -0.640 3.269 -0.457
H -3.841 5.086 -1.333
H -4.831 3.608 -1.239
H -3.652 3.800 -2.545
H -3.090 4.658 1.059
H -2.286 3.118 1.467
H -4.018 3.137 1.131
H -2.547 0.164 -3.627
H -2.894 1.881 -3.840
H -3.138 0.756 -5.198
H -4.435 -1.462 -3.291
H -4.956 -1.074 -4.949
H -6.109 -0.954 -3.599
H -5.281 2.615 -4.289
H -6.614 1.468 -4.061
H -5.570 1.342 -5.497
H -5.837 1.488 2.675
H -4.922 -0.021 2.579
H -6.690 -0.070 2.809
H -7.169 2.268 0.708
H -8.175 0.803 0.810
H -7.347 1.221 -0.712
H -5.257 -1.569 0.552
H -6.296 -1.038 -0.769
H -7.020 -1.489 0.795
N 0.358 -2.663 0.284
P 1.868 -2.965 0.294
C 2.086 -4.788 0.486
C 0.923 -5.527 0.684
C 0.971 -6.914 0.759
C 2.184 -7.576 0.637
C 3.349 -6.847 0.429
C 3.299 -5.462 0.349
C 2.837 -2.676 -1.235
C 2.122 -2.680 -2.428
C 2.784 -2.544 -3.641
C 4.165 -2.413 -3.667
C 4.884 -2.403 -2.478
C 4.222 -2.530 -1.266
C 2.933 -2.170 1.573
C 3.528 -2.924 2.512
C 4.431 -2.461 3.564
C 4.210 -1.401 4.336
C 2.994 0.616 3.490
C 2.991 -0.729 1.285
H -0.009 -4.978 0.760
H 0.059 -7.479 0.911
H 2.225 -8.658 0.696
H 4.298 -7.360 0.323
H 4.210 -4.905 0.168
H 1.042 -2.770 -2.384
H 2.219 -2.518 -4.564
H 4.680 -2.280 -4.610
H 5.958 -2.263 -2.496
H 4.779 -2.480 -0.336
H 3.423 -3.998 2.430
H 5.332 -3.052 3.717
H 4.972 -1.101 5.058
H 2.180 1.303 3.726
H 2.929 -0.527 0.216
*
```

Its orbital gap (alpha / beta) is 6.09 / 5.68 eV. The expectation value of S² is 0.79. As for the HOMO energy (alpha / beta): -2.0333 / -2.0336 eV. The LUMO energy (alpha / beta) is 4.05 / 3.65 eV.



Entry 4:
ORCA calculation (wB97M-V/def2-TZVPD) on a single C2H3F4NO molecule.

ORCA input file:
```
! RIJCOSX wB97M-V def2-TZVPD def2/J DEFGRID3
* xyz 0 1
N 0.007 -1.029 -0.290
C 0.313 0.083 -1.267
F 1.596 0.131 -1.500
F -0.348 -0.286 -2.371
C -0.107 1.445 -0.739
O 0.639 1.712 0.356
F -1.430 1.395 -0.415
F -0.051 2.387 -1.735
H -0.479 -0.862 0.557
H -0.554 -1.744 -0.743
H 0.310 2.264 1.046
*
```

Its orbital gap is 11.14 eV. As for the SMILES: NC(F)(F)C(O)(F)F. As for the HOMO energy: -10.5595 eV. The LUMO energy is 0.58 eV.



One value per record, in order, for calculated total energy: -7862.03432, -1830.95119, -6083.60162, -607.48110 Ha.
One value per record, in order, for relative energy (zero: lowest compared OMol25 entry of this formula, charge and spin): 0.0, 0.0, 11.8, 6.3 kcal per mole.